A structure of composition C18H29NO2, computed with ωB97M-V/def2-TZVPD.

Summary:
frontier orbital gap = 0.330 Eh
spin multiplicity = 1
energy above the lowest of the compared OMol25 structures with the same formula, charge and spin = 407.3 kcal/mol

Structure (XYZ):
```
50
C18H29NO2 (ωB97M-V/def2-TZVPD)
C -1.08801 -1.91263 -2.63719
C 0.32597 -1.47204 -2.09604
C 0.87445 -2.41149 -1.14252
C 1.95689 -1.99889 -0.33906
N 1.49406 -1.16030 0.51596
C 0.80461 -1.67752 1.89374
H 1.36379 -1.51477 2.90901
C -0.60288 -1.09659 2.01397
O -0.77642 0.29098 2.20210
C -0.75924 0.94833 1.07103
C -2.25349 1.30755 0.54103
C -2.67454 2.38350 -0.21466
C -3.80640 2.25190 -0.77538
C -4.71754 1.48134 -0.54177
C -4.38382 0.19973 -0.08370
C -3.17804 0.02608 0.72156
C -2.73542 -1.41271 1.32315
H -3.38685 -2.11059 0.89008
O -1.31359 -1.53044 1.08477
H -3.07538 -1.14590 2.45394
H -5.12552 -0.60544 0.01546
H -5.84503 1.59335 -0.84579
H -4.10706 3.47181 -1.09514
H -1.92289 3.14977 0.00184
H -0.14945 0.68700 0.09728
H -0.32699 2.01325 1.30131
H -0.85728 -1.70814 3.12668
H 0.83461 -2.51330 1.68715
C 2.40648 -0.03865 1.13102
H 2.13047 0.53462 1.93382
H 3.43340 -0.37902 1.29699
C 2.76133 0.95059 -0.24207
C 3.63223 2.21006 0.40729
C 3.90808 3.01494 -0.76131
H 2.98448 3.45379 -1.19096
H 4.54251 4.19016 -0.32370
H 4.54512 2.65632 -1.68256
H 3.03239 2.71048 1.42768
H 4.51068 1.85664 0.85729
H 1.73804 1.45543 -0.45072
H 3.43620 0.40300 -0.74798
H 2.46084 -1.41226 -0.75851
H 2.33580 -2.84682 0.20195
H 0.97906 -3.53525 -1.63647
H -0.18735 -2.72027 -0.49950
H 0.16188 -0.59417 -1.56590
H 0.99474 -1.37982 -2.83156
H -1.75789 -2.20493 -1.91067
H -0.97945 -2.75909 -3.36069
H -1.63760 -1.09955 -3.37225
```

Results of the natural (NBO) charge analysis, in e, for atoms 1 through 4: C -0.588; C -0.428; C -0.336; C -0.276

---

A structure of composition C11H14N2SiTl, computed with ωB97M-V/def2-TZVPD.

Summary:
frontier orbital gap = 0.184 Eh
net charge = +3
spin multiplicity = 1

Structure (XYZ):
```
29
C11H14N2SiTl (ωB97M-V/def2-TZVPD)
C 1.83326 -1.38933 1.51959
Si 1.66466 -0.21593 0.06069
C 3.10950 0.95112 -0.02996
C 1.69634 -1.23655 -1.60152
C -0.00652 0.73231 0.20527
C -0.03067 2.17401 0.31466
C -1.20576 2.82596 0.42613
C -2.46197 2.08477 0.44403
C -2.50501 0.69140 0.37438
N -3.71381 0.08970 0.41014
C -3.66910 -1.22686 0.35354
C -2.45834 -1.93399 0.26613
N -1.25943 -1.32301 0.19415
C -1.29256 -0.00745 0.24980
H 2.76266 -1.92555 1.30423
H 1.96635 -0.86686 2.46324
H 1.04085 -2.13032 1.56516
H 3.56846 0.88016 -1.01344
H 2.88754 1.99531 0.17716
H 3.86373 0.64893 0.69615
H 1.48742 -2.26934 -1.32728
H 1.00605 -1.04671 -2.45030
H 2.68101 -1.08467 -2.03764
H 0.90168 2.71742 0.30296
H -1.23655 3.90454 0.51226
H -3.39618 2.63639 0.51266
H -4.60419 -1.77145 0.37633
H -2.46723 -3.01640 0.25046
Tl -0.24738 -0.70077 -4.25102
```

Results of the natural (NBO) charge analysis, in e, for atoms 1 through 4: C -1.009; Si 1.530; C -1.126; C -0.981

---

The ion C4H8FN2 with charge +1, computed with ωB97M-V/def2-TZVPD.

Summary:
frontier orbital gap (alpha / beta) = 0.356 / 0.355 Eh
net charge = +1
spin multiplicity = 1
energy above the lowest of the compared OMol25 structures with the same formula, charge and spin = 39.9 kcal/mol

Structure (XYZ):
```
15
C4H8FN2 (ωB97M-V/def2-TZVPD)
C -1.27708 -0.19065 -1.28684
C -0.88879 -0.49574 0.12058
N -1.80018 -1.11674 0.91438
N 0.20652 -0.09719 0.68478
C 1.57443 -0.20209 0.07366
C 2.78095 0.22857 0.66916
F 1.58655 -0.93261 -0.98793
H -1.88768 0.74525 -1.35859
H -0.30824 -0.10934 -1.92062
H -1.79613 -1.01341 -1.67474
H -2.59887 -1.60770 0.47277
H -1.50549 -1.32553 1.84414
H 2.74575 1.27464 1.02937
H 3.71422 -0.10397 0.04076
H 3.08392 -0.19351 1.73114
```

Results of the natural (NBO) charge analysis, in e, for atoms 1 through 4: C -0.702; C 0.563; N -0.699; N -0.531

---

A cluster of 2 separate species, C2H8N2S2 in total, computed with ωB97M-V/def2-TZVPD.

Summary:
frontier orbital gap = 0.340 Eh
spin multiplicity = 1
energy above the lowest of the compared OMol25 structures with the same formula, charge and spin = 12.5 kcal/mol

Structure (XYZ):
```
14
C2H8N2S2 (ωB97M-V/def2-TZVPD)
H 0.11902 -2.06215 -0.79477
N 0.99528 -2.04909 -1.32179
C 1.69628 -1.00282 -1.29268
N 1.64517 0.09070 -0.44625
H 2.60863 -1.02018 -1.90386
H 0.68750 0.20677 -0.09422
H 2.03918 0.97314 -0.72951
C -1.05158 0.87447 1.84547
S -1.35490 1.75502 0.28077
S -2.54721 0.19935 -0.56427
H -0.63733 -0.10265 1.63748
H -2.00328 0.74656 2.37493
H -0.49252 1.41160 2.60775
H -1.70423 -0.02072 -1.59904
```

Results of the natural (NBO) charge analysis, in e, for atoms 1 through 4: H 0.330; N -0.710; C 0.288; N -0.829

---

no.,molar mass (g/mol)
1,291.43
2,406.72
3,103.12
4,124.23